No. 1
C7H12NOS | ωB97M-V/def2-TZVPD

Geometry (Å):
1 S -1.08299 1.16587 -1.26072
2 O -0.36467 -1.33201 1.83529
3 N -0.64562 1.06420 1.54840
4 C 2.15560 1.64906 0.61016
5 C -0.64136 -0.26653 -0.45256
6 C -0.91523 0.53569 -2.87432
7 C -0.38103 -1.22525 -1.45727
8 C -0.47354 -2.61702 1.74824
9 C -0.53671 -0.33331 0.98074
10 C -0.53695 -0.75355 -2.79186
11 H 1.78989 0.56868 0.41281
12 H 1.49306 2.58571 0.27301
13 H 3.00378 1.76201 0.10559
14 H 0.15560 1.49956 1.07450
15 H -1.11517 1.07365 -3.71626
16 H -0.63868 -3.05136 2.75343
17 H 2.23653 1.75463 1.65054
18 H -0.06140 -2.26843 -1.50168
19 H -0.40732 -1.21422 -3.73159
20 H -1.63283 1.30324 1.52823
21 H -0.69421 -2.97711 0.71187
22 H -0.70676 1.07648 2.55344

Atoms 1-6, force components in eV/Å:
-0.571 1.611 -0.748
-0.462 3.417 0.256
-0.833 -3.278 1.121
-5.261 -0.123 0.072
0.587 -2.544 -0.792
0.287 -0.802 3.464

Properties
Orbital gap (alpha / beta) ... 0.26328 / 0.28883 Ha
Total charge ... +1
E_HOMO (alpha / beta) ... -0.4235 / -0.4155 hartree

Here are the Mulliken charges for atoms 1 to 8, given in e: atom 1 (S): -0.09, atom 2 (O): -0.32, atom 3 (N): -0.17, atom 4 (C): -1.18, atom 5 (C): 0.86, atom 6 (C): -0.48, atom 7 (C): -0.72, atom 8 (C): -0.32

***

No. 2
C4H4N2 | ωB97M-V/def2-TZVPD

Geometry (Å):
1 N 2.09288 -0.31216 0.98193
2 N -0.47372 2.44589 0.06990
3 C 1.10787 -0.48936 0.29220
4 C -0.71230 1.33318 -0.06405
5 C -1.20258 -0.03683 -0.29877
6 C -0.01354 -0.95358 -0.20026
7 H -1.67392 -0.10261 -1.28421
8 H 2.86156 0.27659 0.68718
9 H -1.93264 -0.24156 0.49287
10 H -0.05361 -1.91957 -0.67677

Atoms 1-6, force components in eV/Å:
-0.239 0.566 0.277
0.371 0.141 0.143
0.666 -1.214 0.538
-1.199 0.106 -0.486
0.405 0.334 0.538
-0.129 0.228 -0.548

Properties
Orbital gap ... 0.35846 Ha
E_HOMO ... -0.3371 hartree
SMILES ... N#CCC=C=N

Here are the Mulliken charges for atoms 1 to 8, given in e: atom 1 (N): -0.46, atom 2 (N): -0.39, atom 3 (C): 0.38, atom 4 (C): 0.12, atom 5 (C): -0.13, atom 6 (C): -0.63, atom 7 (H): 0.27, atom 8 (H): 0.29

***

No. 3
CH3N3S | ωB97M-V/def2-TZVPD

Geometry (Å):
1 S -0.58561 -0.05317 -2.49624
2 N 0.10940 -0.46189 -0.98706
3 N -1.31390 1.24174 -2.10763
4 N -0.95405 1.64079 -0.47080
5 C -0.37755 0.42213 0.05152
6 H 1.09634 -0.59904 -0.92093
7 H 0.59069 0.72181 0.67132
8 H -1.19133 -0.07750 0.80647

Atoms 1-6, force components in eV/Å:
1.603 -1.835 0.482
-0.848 -0.614 0.312
-0.863 3.112 3.398
-0.420 -1.598 -2.835
0.392 0.456 1.708
0.522 -0.061 -0.506

Properties
2S+1 ... 3
Orbital gap (alpha / beta) ... 0.30096 / 0.31926 Ha
E_HOMO (alpha / beta) ... -0.2775 / -0.3671 hartree
Expectation value of S² ... 2.010

Mulliken atomic charges, in units of e: atom 1 (S): 0.20, atom 2 (N): -0.33, atom 3 (N): -0.25, atom 4 (N): -0.22, atom 5 (C): -0.15, atom 6 (H): 0.28, atom 7 (H): 0.25, atom 8 (H): 0.21

***

No. 4
C2H6OS2Si | ωB97M-V/def2-TZVPD

Geometry (Å):
1 S 0.41692 2.44105 1.46818
2 S 2.07591 1.14834 -1.07660
3 Si 1.13192 -0.36951 -0.07666
4 O 0.86522 1.05729 1.83876
5 C -1.32589 -0.71465 -1.71017
6 C -0.65761 -0.72791 -0.57970
7 H -2.34910 -1.18912 -1.60755
8 H -1.22543 -1.24028 0.14448
9 H 1.85788 -1.42157 0.67437
10 H 1.55835 3.21009 1.74607
11 H 1.18285 2.39408 0.21351
12 H -1.12214 -0.32624 -2.69041

Atoms 1-6, force components in eV/Å:
2.067 1.517 -1.054
-0.356 -0.988 0.425
-0.027 2.527 -0.326
-0.422 -2.788 0.162
-2.341 -0.604 -0.449
1.917 -0.227 0.714

Properties
Orbital gap ... 0.31781 Ha
E_HOMO ... -0.3185 hartree

Here are the Mulliken charges for atoms 1 to 8, given in e: atom 1 (S): 0.16, atom 2 (S): -0.43, atom 3 (Si): 0.57, atom 4 (O): -0.52, atom 5 (C): -0.49, atom 6 (C): -0.30, atom 7 (H): 0.19, atom 8 (H): 0.29

***

No. 5
C5H6O2 | ωB97M-V/def2-TZVPD

Geometry (Å):
1 O -1.42357 0.38174 -1.47442
2 O -0.35763 2.09282 1.37959
3 C 0.12279 -0.03568 0.35446
4 C 0.77789 -1.90151 -1.17271
5 C -0.15664 0.71851 1.63895
6 C -0.29604 0.43884 -1.05267
7 C 0.57150 -1.17841 -0.08698
8 H -0.04425 -2.46064 -1.61664
9 H -1.01809 0.28459 2.16750
10 H 0.69497 0.66847 2.32647
11 H 1.73648 -1.90697 -1.68110
12 H 0.57869 0.71385 -1.67338
13 H -1.18611 2.18439 0.89094

Atoms 1-6, force components in eV/Å:
0.326 0.461 0.347
-0.222 0.020 -0.162
-0.062 -0.156 -0.330
0.174 -0.266 0.325
0.081 -0.372 0.026
-0.500 0.583 0.091

Properties
Orbital gap ... 0.37030 Ha
E_HOMO ... -0.3531 hartree
SMILES ... C=C=C(C=O)CO

Here are the Mulliken charges for atoms 1 to 8, given in e: atom 1 (O): -0.49, atom 2 (O): -0.53, atom 3 (C): 0.41, atom 4 (C): -0.64, atom 5 (C): -0.48, atom 6 (C): -0.17, atom 7 (C): 0.08, atom 8 (H): 0.28

***

No. 6
C49H51AsN7O4SSbTi | ωB97M-V/def2-TZVPD

Geometry (Å):
1 Sb 1.10060 -2.92660 -1.12140
2 As -1.44300 -0.54780 2.89890
3 Ti 0.42510 0.95200 0.01210
4 S -1.03700 -0.94750 -0.41550
5 O 2.64790 6.29210 3.80950
6 O -1.10110 1.91640 1.35400
7 O 0.96910 2.56780 1.08480
8 O 1.21760 7.64910 4.79860
9 N 1.45120 -1.36840 1.50900
10 N 1.33720 -0.04200 1.51350
11 N -0.74800 1.86660 -1.43840
12 N 2.05850 -1.66920 2.68210
13 N 2.69180 -2.89070 2.83910
14 N 1.46910 6.61460 4.11650
15 N 2.39060 -0.57370 3.38870
16 C 3.28680 0.94560 -1.40960
17 C 2.27950 -5.84390 -1.08400
18 C 3.69470 1.43190 -2.81640
19 C -1.88220 1.22750 -1.87010
20 C -1.89890 -2.56340 -4.42900
21 C -0.77800 -1.57890 4.48000
22 C -3.28580 -0.76390 -1.93310
23 C -1.23570 -5.03170 -0.43630
24 C -1.30030 -2.87530 -3.22090
25 C -1.94670 5.32890 3.68650
26 C 0.18080 -1.71050 -5.24040
27 C 3.92140 -0.39840 -1.10530
28 C -1.70530 -5.84680 1.77760
29 C -2.63660 3.21890 -3.05070
30 C 3.32710 -7.10460 -2.83290
31 C 0.41920 5.81580 3.70320
32 C 4.69470 -2.59930 -1.81080
33 C 4.14560 -1.36510 -2.09740
34 C 4.87520 -1.97570 0.47850
35 C -0.41290 3.90570 2.48140
36 C -0.66080 -5.08230 2.26510
37 C 2.92800 -6.98810 -1.51210
38 C -0.21830 -4.22610 0.04880
39 C -0.18390 2.73040 1.60450
40 C -2.90740 -1.80220 2.45320
41 C -2.13540 -0.11170 -1.48550
42 C -4.17440 -0.14640 -2.79360
43 C 0.06120 -4.27160 1.40800
44 C 4.30630 -0.74910 0.19490
45 C -1.98830 -5.81640 0.42320
46 C 0.64570 4.69940 2.88360
47 C 3.73060 2.01520 -0.39570
48 C 1.88670 0.39530 2.65320
49 C 3.05230 -6.07400 -3.71550
50 C 1.82400 0.58380 -1.29700
51 C -2.60870 0.63050 3.98860
52 C 0.77470 3.79280 -1.58900
53 C 2.39180 -4.94120 -3.27250
54 C 0.77270 -2.03430 -4.03360
55 C -0.90320 6.12400 4.09990
56 C -2.83710 1.86490 -2.71900
57 C -1.72270 4.21990 2.88180
58 C -0.55030 3.13860 -1.85580
59 C -1.16230 -1.97700 -5.44250
60 C -3.95130 1.15430 -3.19180
61 C 0.04590 -2.62910 -3.01060
62 C 5.07510 -2.92140 -0.51810
63 C -1.47840 3.83590 -2.61740
64 C 1.98670 -4.80230 -1.95330
65 H 1.65700 4.48030 2.57200
66 H 0.85940 -3.66490 1.79910
67 H -1.44490 -5.06540 -1.49590
68 H 3.84520 -7.99340 -3.17140
69 H 3.12380 -7.79480 -0.81450
70 H 2.17680 -4.14670 -3.97200
71 H -1.06120 6.98730 4.72670
72 H 4.78010 1.41390 -2.92200
73 H -1.63700 -1.70920 -6.37670
74 H 4.18950 -0.03660 0.99680
75 H 5.52880 -3.87890 -0.29620
76 H -2.49120 -2.72340 2.04800
77 H -0.40670 -5.11550 3.31710
78 H -3.15050 0.05880 4.74550
79 H 1.50650 3.38860 -2.29470
80 H -2.96000 5.56870 3.98770
81 H -3.32750 1.11680 3.33150
82 H -0.29230 -2.49120 4.14100
83 H 3.26140 0.80520 -3.59140
84 H -0.04080 -0.98060 5.01740
85 H 3.35500 -6.15680 -4.75320
86 H -3.52610 -1.33990 1.68410
87 H -3.47580 -1.76430 -1.57510
88 H 5.22020 -2.18150 1.48650
89 H -2.95240 -2.76390 -4.57440
90 H 3.34720 2.45130 -2.97730
91 H -2.01630 1.40330 4.47760
92 H -2.28750 -6.46930 2.44520
93 H 4.80790 1.95600 -0.23390
94 H 3.21070 1.89910 0.55550
95 H 3.33140 -2.80990 3.62540
96 H -2.80030 -6.41600 0.03210
97 H 1.81820 -1.80900 -3.87020
98 H -3.37700 3.74800 -3.63440
99 H 3.50400 3.01210 -0.76930
100 H -4.63440 1.65970 -3.86140
101 H 1.97860 -5.75440 -0.04890
102 H -1.89750 -3.27900 -2.41870
103 H -2.53270 3.59000 2.54920
104 H 1.51620 0.03740 -2.21190
105 H -5.04980 -0.68050 -3.14270
106 H 0.70290 4.87380 -1.71840
107 H -1.27690 4.86660 -2.88180
108 H 1.93380 1.42720 2.95200
109 H 1.13250 3.58070 -0.58220
110 H 3.91260 -1.14680 -3.12820
111 H 0.76290 -1.24050 -6.02320
112 H 4.85850 -3.31400 -2.60690
113 H -1.58610 -1.83850 5.16240
114 H -3.52630 -2.03040 3.32310
115 H 3.21790 -3.09700 1.98310

Atoms 1-6, force components in eV/Å:
-0.222 -0.878 -0.948
-0.748 -0.456 1.074
0.134 0.333 -3.543
-0.017 0.108 0.346
0.782 -0.272 -0.268
0.315 0.289 0.193

Properties
2S+1 ... 3
Orbital gap (alpha / beta) ... 0.13381 / 0.20970 Ha
Total charge ... -2
E_HOMO (alpha / beta) ... 0.0008 / -0.0751 hartree
Expectation value of S² ... 2.051

Here are the Mulliken charges for atoms 1 to 8, given in e: atom 1 (Sb): -0.66, atom 2 (As): 1.40, atom 3 (Ti): -1.66, atom 4 (S): 0.85, atom 5 (O): -0.79, atom 6 (O): -0.47, atom 7 (O): -0.42, atom 8 (O): -0.83

***

| no. | DFT total energy (Ha) |
| --- | --- |
| 1 | -801.65918 |
| 2 | -264.26519 |
| 3 | -602.15756 |
| 4 | -1240.82315 |
| 5 | -344.47715 |
| 6 | -6305.61659 |